1.
C5H14N2O | the ωB97M-V functional and the def2-TZVPD basis

HOMO level, eV: -8.725
SMILES: CN[C@H](C)N(C)CO
HOMO-LUMO gap, eV: 9.691
LUMO, eV: 0.966

Cartesian coordinates (Å):
C (-1.85656, 1.63750, -0.45059)
N (-1.67772, 0.34127, 0.16134)
C (-0.51591, -0.46336, -0.37667)
C (-0.66287, -1.92001, 0.06695)
N (0.66611, 0.21915, 0.06421)
C (0.85718, 0.25998, 1.50195)
C (1.90714, -0.23781, -0.66624)
O (2.90345, 0.73328, -0.56801)
H (-0.91500, 2.18399, -0.41647)
H (-2.59569, 2.21512, 0.10404)
H (-2.16818, 1.58356, -1.50557)
H (-2.54268, -0.18591, 0.20634)
H (-0.51358, -0.42017, -1.48444)
H (-1.56433, -2.34656, -0.36747)
H (-0.73956, -1.98547, 1.14848)
H (0.19326, -2.50031, -0.26934)
H (1.70325, 0.91235, 1.71688)
H (1.06938, -0.72185, 1.94391)
H (-0.03950, 0.67652, 1.95306)
H (2.34803, -1.15344, -0.24264)
H (1.63144, -0.41113, -1.71741)
H (2.51233, 1.58331, -0.80232)

Population analysis type Löwdin, resulting atomic charges in e: atom 1 (C): -0.142, atom 2 (N): -0.092, atom 3 (C): -0.424, atom 4 (C): -0.041, atom 5 (N): -0.171, atom 6 (C): -0.085, atom 7 (C): -0.260, atom 8 (O): -0.048, atom 9 (H): 0.069, atom 10 (H): 0.074, atom 11 (H): 0.073, atom 12 (H): 0.102, atom 13 (H): 0.138, atom 14 (H): 0.075, atom 15 (H): 0.073, atom 16 (H): 0.074, atom 17 (H): 0.082, atom 18 (H): 0.082, atom 19 (H): 0.081, atom 20 (H): 0.125, atom 21 (H): 0.121, atom 22 (H): 0.095



2.
C5H14N2O | the ωB97M-V functional and the def2-TZVPD basis

HOMO level, eV: -7.646
HOMO-LUMO gap, eV: 8.524
LUMO, eV: 0.877

Cartesian coordinates (Å):
C (1.36573, -0.46305, 0.82193)
C (-0.15370, -0.44848, 0.90303)
C (1.69150, 1.82628, -0.00140)
C (-2.28131, 0.38330, 0.16501)
C (-0.75321, -0.48944, -1.46342)
N (-0.87527, 0.21691, -0.19127)
N (1.91094, -1.32245, -0.20298)
O (0.63093, 2.46480, 0.46094)
H (-0.19007, 2.15733, 0.01358)
H (1.74752, -0.67687, 1.83289)
H (1.59935, -2.28324, -0.09170)
H (2.92364, -1.31592, -0.18452)
H (-0.41577, 0.08269, 1.82064)
H (-0.51453, -1.49037, 1.02054)
H (1.51091, 1.38039, -0.99575)
H (1.92927, 0.67586, 0.70987)
H (0.29667, -0.60737, -1.71690)
H (-1.24926, 0.09001, -2.24358)
H (-2.79188, -0.57927, 0.32985)
H (-2.36640, 0.97792, 1.07572)
H (-2.79712, 0.91001, -0.63880)
H (-1.21794, -1.48906, -1.42369)

Population analysis type Löwdin, resulting atomic charges in e: atom 1 (C): -0.284, atom 2 (C): -0.204, atom 3 (C): -0.084, atom 4 (C): -0.106, atom 5 (C): -0.101, atom 6 (N): -0.306, atom 7 (N): 0.002, atom 8 (O): -0.078, atom 9 (H): 0.083, atom 10 (H): 0.118, atom 11 (H): 0.078, atom 12 (H): 0.079, atom 13 (H): 0.119, atom 14 (H): 0.125, atom 15 (H): 0.037, atom 16 (H): 0.034, atom 17 (H): 0.059, atom 18 (H): 0.084, atom 19 (H): 0.087, atom 20 (H): 0.085, atom 21 (H): 0.084, atom 22 (H): 0.088



3.
C5H14N2O | the ωB97M-V functional and the def2-TZVPD basis

HOMO level, eV: -8.773
SMILES: C[C@@H](N)[C@H](C)N(C)O
HOMO-LUMO gap, eV: 9.776
LUMO, eV: 1.003

Cartesian coordinates (Å):
C (2.07235, -0.08483, 0.61559)
C (1.02620, 0.46770, -0.35728)
N (1.51750, 0.58268, -1.72487)
C (-0.23106, -0.42244, -0.37839)
C (-1.29785, 0.17976, -1.30027)
N (-0.67093, -0.70087, 0.98539)
C (-1.36170, 0.36822, 1.66871)
O (-1.45388, -1.87046, 1.02270)
H (2.38959, -1.07554, 0.29692)
H (1.65223, -0.16744, 1.61222)
H (2.94247, 0.56920, 0.64593)
H (0.74331, 1.48055, -0.04706)
H (1.82881, -0.32675, -2.05321)
H (2.31788, 1.20521, -1.75267)
H (0.06674, -1.40031, -0.77677)
H (-2.17364, -0.46521, -1.36426)
H (-1.60267, 1.16291, -0.95030)
H (-0.87407, 0.29038, -2.29291)
H (-2.34519, 0.60150, 1.23327)
H (-1.50540, 0.06127, 2.70438)
H (-0.74033, 1.25905, 1.64763)
H (-2.30037, -1.71454, 0.56525)

Population analysis type Löwdin, resulting atomic charges in e: atom 1 (C): -0.059, atom 2 (C): -0.431, atom 3 (N): 0.033, atom 4 (C): -0.350, atom 5 (C): -0.052, atom 6 (N): -0.245, atom 7 (C): -0.073, atom 8 (O): -0.040, atom 9 (H): 0.080, atom 10 (H): 0.066, atom 11 (H): 0.072, atom 12 (H): 0.133, atom 13 (H): 0.079, atom 14 (H): 0.074, atom 15 (H): 0.149, atom 16 (H): 0.071, atom 17 (H): 0.075, atom 18 (H): 0.068, atom 19 (H): 0.085, atom 20 (H): 0.090, atom 21 (H): 0.086, atom 22 (H): 0.089



4.
C5H14N2O | the ωB97M-V functional and the def2-TZVPD basis

HOMO level, eV: -8.122
SMILES: C[C@@H](CCN)NCO
HOMO-LUMO gap, eV: 9.086
LUMO, eV: 0.964

Cartesian coordinates (Å):
C (-1.37218, 1.14543, -0.30414)
C (-0.20993, 0.17245, -0.07523)
C (0.40637, -0.51919, -1.28075)
C (-0.55234, -1.50384, -1.93699)
N (-0.17737, -2.85613, -1.55568)
N (0.91579, 0.87913, 0.55802)
C (0.93684, 0.86535, 2.03986)
O (0.10044, 1.86250, 2.49371)
H (-1.48892, 1.50294, -1.33922)
H (-2.26490, 0.66675, 0.00429)
H (-1.10010, 2.07622, 0.31464)
H (-0.47361, -0.49996, 0.73033)
H (0.98251, 0.22303, -1.90212)
H (1.36810, -1.00095, -1.10891)
H (-0.69268, -1.35166, -3.03064)
H (-1.59706, -1.26494, -1.46614)
H (0.43567, -3.33792, -2.17749)
H (-0.43515, -3.27913, -0.69906)
H (1.58113, 1.49671, 0.11090)
H (0.57427, -0.10761, 2.33011)
H (2.05735, 0.76389, 2.32856)
H (0.27778, 2.75253, 2.79448)

Population analysis type Löwdin, resulting atomic charges in e: atom 1 (C): -0.053, atom 2 (C): -0.405, atom 3 (C): -0.205, atom 4 (C): -0.272, atom 5 (N): -0.013, atom 6 (N): -0.068, atom 7 (C): -0.308, atom 8 (O): -0.042, atom 9 (H): 0.077, atom 10 (H): 0.050, atom 11 (H): 0.097, atom 12 (H): 0.126, atom 13 (H): 0.119, atom 14 (H): 0.098, atom 15 (H): 0.112, atom 16 (H): 0.131, atom 17 (H): 0.056, atom 18 (H): 0.054, atom 19 (H): 0.114, atom 20 (H): 0.100, atom 21 (H): 0.140, atom 22 (H): 0.092



Tell me which of them is the most stable. Sure, it is 1.



1.
C6H8O2 | the ωB97M-V functional and the def2-TZVPD basis

HOMO level, eV: -8.427
SMILES: C1[C@@H]2O[C@@H]3C[C@H]3O[C@@H]12
HOMO-LUMO gap, eV: 9.384
LUMO, eV: 0.956

Cartesian coordinates (Å):
C (-1.08574, 1.98652, 0.79222)
C (-0.72228, 0.47880, 1.07416)
O (0.03906, -0.67914, 1.48257)
C (0.15135, -1.27800, 0.10040)
C (1.00752, -2.00114, -0.90225)
C (0.88024, -0.51737, -0.80875)
O (0.01964, 0.32523, -1.26886)
C (-0.14691, 1.24305, -0.14030)
H (-2.20423, 2.14082, 0.95615)
H (-0.43789, 2.70828, 1.33017)
H (-1.66355, 0.14306, 0.68843)
H (-0.91619, -1.51779, -0.26659)
H (0.25583, -2.47815, -1.41312)
H (2.02920, -2.38915, -0.86381)
H (1.90970, 0.03486, -0.73827)
H (0.88426, 1.80011, -0.02216)

Population analysis type Löwdin, resulting atomic charges in e: atom 1 (C): 0.004, atom 2 (C): -0.226, atom 3 (O): -0.041, atom 4 (C): -0.225, atom 5 (C): 0.052, atom 6 (C): -0.436, atom 7 (O): -0.039, atom 8 (C): -0.191, atom 9 (H): 0.127, atom 10 (H): 0.102, atom 11 (H): 0.115, atom 12 (H): 0.183, atom 13 (H): 0.078, atom 14 (H): 0.121, atom 15 (H): 0.201, atom 16 (H): 0.177



2.
C6H8O2 | the ωB97M-V functional and the def2-TZVPD basis

HOMO level, eV: -9.028
HOMO-LUMO gap, eV: 9.502
LUMO, eV: 0.474

Cartesian coordinates (Å):
C (0.55841, 0.85610, -0.57833)
C (-0.39885, 0.94799, 0.61291)
C (-1.33213, -0.17818, 0.35989)
C (-0.37501, -1.35237, -0.01202)
C (0.92155, -0.59962, -0.00566)
C (0.87936, 0.20234, 1.27339)
H (0.60359, 0.66527, -2.58742)
H (1.40775, 1.47891, -0.47964)
H (-0.73787, 1.88100, 1.00866)
H (-2.00857, -0.31767, 1.20297)
H (-2.06306, 0.17979, -0.46310)
H (-0.52782, -1.74185, -1.03746)
H (-0.27978, -2.24254, 0.72177)
H (1.80813, -1.04837, -0.39680)
O (-0.05487, 0.82923, -1.83610)
O (1.59916, 0.43998, 2.21693)

Population analysis type Löwdin, resulting atomic charges in e: atom 1 (C): -0.294, atom 2 (C): -0.137, atom 3 (C): -0.156, atom 4 (C): -0.122, atom 5 (C): -0.165, atom 6 (C): -0.298, atom 7 (H): 0.147, atom 8 (H): 0.143, atom 9 (H): 0.139, atom 10 (H): 0.109, atom 11 (H): 0.143, atom 12 (H): 0.117, atom 13 (H): 0.147, atom 14 (H): 0.137, atom 15 (O): -0.021, atom 16 (O): 0.110



Tell me which of them is the most stable. Sure, it is 2.



1.
C6H8O2 | the ωB97M-V functional and the def2-TZVPD basis

HOMO level, eV: -8.525
HOMO-LUMO gap, eV: 9.081
LUMO, eV: 0.556

Cartesian coordinates (Å):
C (-1.21762, -1.49837, -0.69839)
C (-1.23333, 1.37539, 1.39593)
C (1.10350, 0.55634, 0.05182)
C (-0.28487, 0.85578, -0.49158)
C (-1.17139, -0.03641, -0.97817)
C (1.40245, -0.47271, 0.84309)
O (2.02094, 1.46721, -0.38605)
O (-0.57027, 1.68604, 2.26552)
H (2.90381, 1.22471, -0.08117)
H (-0.32026, 1.87352, -0.86775)
H (-1.93593, 0.34662, -1.63761)
H (0.63357, -1.09870, 1.25408)
H (2.40779, -0.64061, 1.20107)
H (-1.85561, -1.99658, -1.43184)
H (-1.65004, -1.67919, 0.29211)
H (-0.23274, -1.96305, -0.73107)

Population analysis type Löwdin, resulting atomic charges in e: atom 1 (C): -0.095, atom 2 (C): 0.004, atom 3 (C): -0.410, atom 4 (C): -0.192, atom 5 (C): -0.159, atom 6 (C): 0.046, atom 7 (O): 0.040, atom 8 (O): 0.086, atom 9 (H): 0.110, atom 10 (H): 0.116, atom 11 (H): 0.107, atom 12 (H): 0.056, atom 13 (H): 0.062, atom 14 (H): 0.072, atom 15 (H): 0.084, atom 16 (H): 0.071



2.
C6H8O2 | the ωB97M-V functional and the def2-TZVPD basis

HOMO level, eV: -8.146
SMILES: C=C(/C=C\O)C(C)=O
HOMO-LUMO gap, eV: 8.479
LUMO, eV: 0.333

Cartesian coordinates (Å):
C (-0.41555, -0.88944, 1.71410)
C (-0.38306, -0.49527, 0.43238)
C (-1.52003, -0.37552, -0.42216)
C (-1.43580, 0.04480, -1.72043)
O (-0.57253, -0.28880, -2.68573)
C (0.93156, 0.10981, -0.12332)
C (1.68244, 1.03525, 0.79957)
O (1.49607, -0.36064, -1.09682)
H (-1.35630, -1.05278, 2.21803)
H (0.48099, -1.06155, 2.28758)
H (-2.48520, -0.34325, 0.06703)
H (-2.35786, 0.40049, -2.17745)
H (0.28565, -0.57549, -2.29288)
H (1.18846, 1.19351, 1.75245)
H (1.76668, 1.99414, 0.28454)
H (2.69449, 0.66476, 0.96312)

Population analysis type Löwdin, resulting atomic charges in e: atom 1 (C): 0.053, atom 2 (C): -0.267, atom 3 (C): -0.063, atom 4 (C): -0.174, atom 5 (O): 0.030, atom 6 (C): -0.344, atom 7 (C): -0.004, atom 8 (O): 0.073, atom 9 (H): 0.066, atom 10 (H): 0.067, atom 11 (H): 0.109, atom 12 (H): 0.117, atom 13 (H): 0.074, atom 14 (H): 0.074, atom 15 (H): 0.094, atom 16 (H): 0.096



3.
C6H8O2 | the ωB97M-V functional and the def2-TZVPD basis

HOMO level, eV: -8.791
SMILES: Oc1ccccc1.O
HOMO-LUMO gap, eV: 9.559
LUMO, eV: 0.768

Cartesian coordinates (Å):
O (-0.79992, -2.12032, 0.31281)
C (-0.59740, -0.75154, 0.35626)
C (-1.43401, 0.10862, -0.34408)
C (-0.96996, 1.40041, -0.53667)
C (0.14377, 1.88210, 0.14897)
C (0.79982, 1.06234, 1.05237)
C (0.51120, -0.29779, 1.05520)
H (-1.74568, -2.30183, 0.39491)
H (-2.35024, -0.21992, -0.80947)
H (-1.50240, 2.12703, -1.13954)
H (0.40106, 2.90360, -0.04900)
H (1.50006, 1.47529, 1.76866)
H (1.02124, -1.02559, 1.67057)
O (1.63588, -1.20353, -1.60962)
H (1.32377, -2.10403, -1.48131)
H (2.06278, -0.93483, -0.79007)

Population analysis type Löwdin, resulting atomic charges in e: atom 1 (O): 0.024, atom 2 (C): -0.343, atom 3 (C): -0.022, atom 4 (C): -0.081, atom 5 (C): -0.096, atom 6 (C): -0.083, atom 7 (C): -0.058, atom 8 (H): 0.107, atom 9 (H): 0.113, atom 10 (H): 0.105, atom 11 (H): 0.095, atom 12 (H): 0.105, atom 13 (H): 0.121, atom 14 (O): -0.047, atom 15 (H): 0.036, atom 16 (H): 0.024



Tell me which of them is the most stable. Sure, it is 3.